# C7H13N

The molecule C7H13N at a distorted geometry (ωB97M-V/def2-TZVPD, OMol25).

Results
Energy relative to the best compared isomer or geometry (same formula, charge and spin) in kJ/mol: 501.29

Structure (ORCA input):
```
! RIJCOSX wB97M-V def2-TZVPD def2/J DEFGRID3
* xyz 0 1
C -2.418 1.002 0.658
C -1.270 0.254 1.285
N -2.117 -0.904 -1.255
C -0.721 -0.603 -1.081
C -0.257 -0.022 0.242
C 1.105 0.152 0.456
C 2.140 -0.085 -0.406
C 3.551 0.134 0.016
H -2.136 1.989 0.302
H -2.327 -1.783 -0.777
H -3.306 1.039 1.279
H -0.824 0.813 2.116
H -1.611 -0.709 1.678
H -2.576 0.289 -0.393
H -0.160 -1.531 -1.226
H -0.398 0.078 -1.883
H 1.382 0.548 1.435
H 1.935 -0.414 -1.417
H 4.130 0.687 -0.721
H 3.549 0.717 0.940
H 4.063 -0.803 0.245
*
```